Record 1
The following is a quantum chemistry calculation of a structure of composition C3H6Cl3O3P2 in a non-equilibrium geometry, from the OMol25 dataset.

Values from the calculation:
Energy relative to the best compared isomer or geometry (same formula, charge and spin): 0.0 kcal per mole
Net charge: -1

```
17
Properties=species:S:1:pos:R:3:mulliken_charge:R:1
C 0.761 0.672 0.394 -1.268
C -0.332 -0.173 -0.222 -0.353
C -0.373 -1.732 0.359 -0.709
O -1.970 -2.883 2.506 -0.702
O -1.415 -0.343 2.682 -0.686
O 0.499 -2.285 2.522 -0.509
P -1.127 -1.735 2.191 0.792
P 1.245 -2.291 1.025 0.897
Cl 2.189 -1.916 -0.975 -0.408
Cl 2.932 -1.422 1.877 -0.221
Cl 1.571 -4.259 0.950 -0.240
H 0.566 0.542 1.416 0.396
H 1.804 0.429 -0.086 0.216
H 0.590 1.667 0.089 0.418
H -1.236 0.397 -0.031 0.403
H -0.107 -0.333 -1.352 0.310
H -0.854 -2.327 -0.296 0.663
```

Record 2
The following is a quantum chemistry calculation of a structure of composition C16H28B2Br36InNO4P, from the OMol25 dataset.

Values from the calculation:
Energy relative to the best compared isomer or geometry (same formula, charge and spin): 0.0 kcal per mole
Net charge: -1

```
89
Properties=species:S:1:pos:R:3:mulliken_charge:R:1
C -1.572 -0.148 3.995 -0.812
C -0.268 0.034 3.205 0.195
O -0.097 1.385 2.855 -0.607
In 1.151 1.628 1.181 0.788
B 2.759 -0.036 1.229 0.106
C 2.709 -1.348 0.351 -0.662
O 3.873 0.159 2.016 -0.569
B 2.221 3.665 1.162 -0.181
N 3.191 3.937 0.063 -0.443
O 2.070 4.662 2.119 -0.375
P -0.303 1.524 -0.921 -0.160
C -1.762 0.450 -0.518 -0.351
O 0.529 0.501 -2.025 -0.311
H -1.425 0.018 5.073 0.343
H -2.279 0.612 3.644 0.125
H -2.029 -1.140 3.845 0.116
H -0.311 -0.634 2.317 0.024
H 0.593 -0.331 3.805 0.132
H 2.751 -1.078 -0.714 0.083
H 3.551 -2.031 0.577 0.288
H 1.781 -1.907 0.532 0.224
H 4.602 -0.427 1.748 0.248
H 2.807 4.542 -0.661 0.050
H 4.072 4.324 0.403 0.131
H 2.219 5.531 1.701 0.160
H -1.661 -0.051 0.452 0.111
H -2.673 1.061 -0.536 0.235
H -1.834 -0.310 -1.300 -0.087
H 0.656 1.027 -2.823 0.236
C -3.717 -3.554 -2.500 -0.370
Br -4.821 -2.091 -1.925 -0.019
Br -1.888 -3.031 -2.743 0.017
Br -3.866 -5.035 -1.275 0.036
H -4.096 -3.889 -3.456 0.341
C 4.360 7.237 2.143 0.453
Br 3.021 8.375 1.369 -0.007
Br 5.964 7.212 1.077 0.000
Br 4.732 7.717 3.965 -0.009
H 3.958 6.229 2.146 -0.371
C -4.274 -8.718 -2.041 -0.134
Br -5.802 -8.870 -3.191 0.018
Br -4.788 -8.414 -0.217 -0.056
Br -3.113 -10.248 -2.187 -0.067
H -3.710 -7.849 -2.359 0.225
C 5.780 6.955 -2.976 -0.368
Br 7.513 6.504 -2.274 -0.039
Br 4.420 5.843 -2.216 0.112
Br 5.401 8.826 -2.721 -0.015
H 5.804 6.771 -4.041 0.341
C 2.526 -3.744 -3.518 -0.286
Br 1.505 -2.230 -2.929 0.038
Br 4.393 -3.311 -3.701 -0.063
Br 2.270 -5.265 -2.363 -0.071
H 2.168 -4.029 -4.499 0.343
C 7.613 5.137 5.033 -0.304
Br 6.268 4.061 4.190 0.072
Br 6.911 6.054 6.570 -0.028
Br 9.173 4.102 5.485 -0.060
H 7.924 5.893 4.324 0.310
C -7.911 -6.137 -0.095 -0.167
Br -9.794 -6.314 0.268 -0.055
Br -7.592 -5.492 -1.874 -0.015
Br -7.032 -5.044 1.215 0.062
H -7.479 -7.127 -0.036 0.169
C -2.586 -11.188 -5.926 0.320
Br -4.425 -11.123 -6.473 -0.011
Br -1.876 -12.972 -6.034 -0.017
Br -1.510 -9.937 -6.910 -0.005
H -2.554 -10.891 -4.886 -0.294
C -0.564 8.717 4.222 -0.360
Br -0.775 9.050 6.108 -0.043
Br 0.027 10.305 3.302 -0.063
Br 0.583 7.226 3.880 0.121
H -1.542 8.472 3.832 0.359
C -4.943 3.060 1.710 -0.420
Br -5.241 1.518 2.821 0.033
Br -3.086 3.195 1.261 0.044
Br -6.083 3.041 0.151 -0.053
H -5.213 3.933 2.288 0.353
C -5.783 -2.323 4.305 -0.399
Br -7.618 -2.301 3.719 -0.051
Br -4.567 -2.311 2.821 0.071
Br -5.431 -0.873 5.518 -0.075
H -5.631 -3.247 4.845 0.417
C 4.285 -0.628 -7.288 -0.346
Br 3.268 -0.198 -5.722 0.061
Br 6.135 -0.136 -7.092 -0.021
Br 4.101 -2.485 -7.764 -0.035
H 3.886 -0.050 -8.110 0.339
```

Record 3
The following is a quantum chemistry calculation of a cluster of 10 separate species, C35H67N6O21 in total in a non-equilibrium geometry, from the OMol25 dataset.

Values from the calculation:
Net charge: +1

```
129
Properties=species:S:1:pos:R:3:mulliken_charge:R:1
C -4.524 2.313 2.497 -0.839
N -3.453 1.358 2.908 0.161
C -3.775 0.049 3.050 -0.484
C -2.814 -0.880 3.335 -0.613
C -1.488 -0.484 3.576 0.726
C -1.171 0.840 3.432 0.481
C -2.192 1.762 3.023 -1.248
C -0.532 -1.551 3.973 0.488
C 0.276 -1.380 5.062 -0.315
C 1.342 -2.206 5.244 -0.619
N 1.586 -3.266 4.403 0.237
C 0.797 -3.451 3.321 -0.410
C -0.276 -2.610 3.101 -1.038
C 2.707 -4.090 4.614 -0.939
H -5.455 1.796 2.298 0.349
H -4.239 2.744 1.536 0.256
H -4.529 3.066 3.268 0.371
H -4.802 -0.203 2.754 0.310
H -3.025 -1.933 3.417 0.568
H -0.125 1.176 3.511 0.262
H -2.043 2.800 2.685 0.636
H 0.092 -0.556 5.765 0.490
H 2.048 -2.112 6.015 0.535
H 1.052 -4.359 2.730 0.411
H -0.898 -2.876 2.214 0.496
H 3.612 -3.526 4.504 0.347
H 2.726 -4.936 3.892 0.289
H 2.656 -4.489 5.658 0.377
C -0.035 4.587 1.828 -0.971
C -1.069 4.246 0.683 0.767
O -2.178 3.703 0.812 -0.605
N -0.628 4.803 -0.484 -0.330
H 2.112 2.594 -2.280 0.474
H 0.349 4.917 -0.343 0.214
C -0.929 4.226 -1.833 -0.384
H 1.039 4.328 1.567 0.042
H -0.330 4.098 2.739 0.420
H 0.020 5.650 2.091 0.364
H -1.162 3.176 -1.562 -0.250
H -0.119 4.488 -2.501 0.394
H -1.825 4.690 -2.183 0.318
C -1.070 -6.148 -2.173 -1.295
C -1.349 -5.109 -1.063 0.780
O -1.967 -5.405 -0.034 -0.722
N -0.773 -3.882 -1.258 0.526
H -0.878 -3.132 -0.498 -0.158
H -3.736 -4.094 -0.013 0.297
C -0.074 -3.464 -2.369 0.072
H -1.201 -7.065 -1.702 0.440
H -0.084 -5.962 -2.592 0.349
H -1.823 -6.018 -2.998 0.235
H 0.327 -2.480 -2.105 -0.780
H -0.678 -3.123 -3.266 0.321
H 0.799 -4.115 -2.602 0.332
C -7.785 1.154 -4.569 -0.711
O -6.394 1.269 -4.423 -0.321
C -5.960 1.076 -3.119 -0.962
C -4.445 1.304 -2.958 0.078
N -3.732 0.083 -3.397 0.999
H -2.872 0.104 -2.760 -0.480
H -4.246 -0.777 -3.086 0.542
C -3.408 0.152 -4.842 -0.547
C -2.580 -1.160 -5.085 -0.729
O -1.547 -1.393 -4.150 -0.160
C -0.503 -0.426 -4.088 0.023
H -8.054 1.632 -5.474 0.272
H -8.322 1.757 -3.747 0.277
H -8.137 0.098 -4.509 0.285
H -6.135 0.145 -2.642 0.458
H -6.452 1.879 -2.589 0.529
H -4.165 1.460 -1.892 -0.399
H -4.001 2.122 -3.539 0.621
H -2.943 1.128 -5.058 0.358
H -4.334 0.132 -5.407 0.357
H -2.167 -1.068 -6.096 0.410
H -3.221 -2.035 -4.974 0.383
H 0.248 -0.690 -3.387 -0.426
H -0.838 0.531 -3.804 0.236
H 0.032 -0.348 -5.035 0.421
C 7.682 -1.825 -0.348 -0.696
O 6.292 -1.374 -0.280 -0.373
C 5.887 -0.251 -1.087 -0.162
C 5.909 1.112 -0.383 -0.347
N 4.994 1.114 0.779 0.606
H 4.036 0.843 0.390 -0.478
H 5.267 0.380 1.467 0.553
C 4.789 2.401 1.582 -0.070
C 4.069 2.054 2.848 0.282
O 4.822 1.026 3.510 -0.384
C 4.372 0.536 4.730 -0.406
H 8.089 -2.064 0.613 0.254
H 8.336 -1.037 -0.905 0.317
H 7.591 -2.761 -0.891 0.265
H 4.811 -0.362 -1.424 -0.114
H 6.558 -0.244 -1.962 0.578
H 5.637 1.920 -1.053 0.087
H 6.931 1.437 -0.072 0.451
H 4.235 3.090 0.902 -0.254
H 5.719 2.849 1.843 0.541
H 3.097 1.607 2.750 -0.409
H 3.993 2.960 3.527 0.492
H 3.274 0.330 4.702 -0.097
H 4.534 1.330 5.463 0.382
H 4.924 -0.409 4.977 0.200
O -1.274 0.057 0.539 2.034
C -2.297 0.574 -0.278 -0.915
O -1.946 1.048 -1.378 -0.270
O -3.434 0.506 0.289 -0.667
H -0.592 -0.059 -0.090 -0.690
O 3.342 -1.433 2.115 -0.635
C 2.119 -0.927 1.763 0.931
O 1.691 -1.336 0.674 -0.934
O 1.610 -0.235 2.630 -0.362
H 3.587 -2.011 1.431 0.326
O 1.529 -0.329 -1.765 -0.561
C 2.054 0.904 -1.480 -0.080
O 2.611 1.310 -0.503 -0.064
O 1.786 1.653 -2.518 -0.549
H 1.494 -0.895 -0.935 0.342
O 4.652 4.217 -1.442 -0.517
C 3.266 4.185 -1.146 0.512
O 2.461 3.852 -2.069 -0.652
O 2.982 4.563 -0.032 -0.652
H 4.900 3.884 -2.356 0.321
O -3.879 -1.952 0.544 -0.440
C -4.290 -2.452 -0.644 0.727
O -4.549 -1.750 -1.633 -0.798
O -4.265 -3.762 -0.782 -0.513
H -3.738 -0.902 0.369 0.234
```

no.,HOMO level (eV),calculated total energy (Ha)
1,-5.87,-2407.1327
2,-3.76,-94227.8622
3,-10.55,-3282.2724